Entry 1:
ORCA calculation (ωB97M-V with the def2-TZVPD basis set) on C42H78Br18Hg2N4O4 as an isolated structure.

```
! RIJCOSX wB97M-V def2-TZVPD def2/J DEFGRID3
* xyz 0 1
Hg -0.428 2.319 -0.100
Hg -1.208 -1.260 0.924
C -4.387 -4.534 1.904
C -3.943 -3.113 1.535
C -5.026 -2.128 1.864
C -5.301 -1.743 3.286
C -3.962 -1.389 3.935
C -2.773 -2.360 3.700
N -2.715 -2.641 2.249
O -1.537 -3.374 1.789
C -2.935 -3.537 4.641
C -1.474 -1.631 4.133
C -3.827 -3.152 -0.007
H -5.191 -4.917 1.270
H -4.820 -4.665 2.895
H -3.569 -5.239 1.741
H -6.048 -2.349 1.525
H -4.869 -1.240 1.238
H -5.742 -2.580 3.849
H -6.146 -1.065 3.418
H -4.098 -1.113 4.984
H -3.789 -0.427 3.438
H -2.910 -3.220 5.683
H -2.124 -4.247 4.457
H -3.845 -4.117 4.493
H -1.146 -1.808 5.160
H -1.477 -0.545 4.018
H -0.623 -2.092 3.622
H -2.997 -3.737 -0.397
H -3.633 -2.126 -0.345
H -4.787 -3.448 -0.423
C 1.687 -0.203 1.840
C 1.966 -0.996 0.545
C 2.322 -2.392 1.073
C 2.221 -3.493 -0.024
C 0.913 -3.444 -0.808
C 0.606 -2.065 -1.414
N 0.807 -1.076 -0.352
O 0.154 0.206 -0.622
C -0.865 -2.124 -1.898
C 1.493 -1.774 -2.610
C 3.245 -0.514 -0.175
H 0.820 -0.514 2.430
H 1.528 0.875 1.745
H 2.533 -0.334 2.517
H 1.695 -2.712 1.915
H 3.268 -2.463 1.617
H 2.342 -4.485 0.416
H 3.051 -3.431 -0.736
H 0.102 -3.809 -0.168
H 0.889 -4.239 -1.557
H -0.932 -2.821 -2.733
H -1.181 -1.163 -2.304
H -1.523 -2.386 -1.071
H 2.538 -1.582 -2.370
H 1.079 -0.945 -3.186
H 1.584 -2.626 -3.292
H 3.966 -0.068 0.501
H 2.949 0.196 -0.951
H 3.776 -1.353 -0.627
C -4.790 1.834 1.433
C -3.507 2.476 0.774
C -3.791 3.989 0.644
C -3.666 4.786 1.923
C -2.332 4.445 2.639
C -2.019 2.944 2.746
N -2.248 2.236 1.476
O -1.687 0.944 1.389
C -2.854 2.386 3.921
C -0.536 2.881 3.131
C -3.440 1.983 -0.709
H -5.379 2.589 1.958
H -4.600 0.980 2.079
H -5.488 1.550 0.642
H -4.814 4.162 0.300
H -3.137 4.403 -0.129
H -4.547 4.606 2.552
H -3.890 5.845 1.768
H -2.515 4.859 3.632
H -1.480 4.955 2.187
H -2.489 2.898 4.813
H -2.664 1.320 4.037
H -3.905 2.638 3.798
H -0.219 1.899 3.489
H -0.325 3.510 3.999
H 0.120 3.226 2.329
H -2.521 2.304 -1.211
H -4.272 2.414 -1.263
H -3.401 0.894 -0.764
C 0.855 4.152 -4.204
C 0.734 2.982 -3.197
C 1.785 1.914 -3.432
C 3.148 2.341 -2.871
C 3.080 2.832 -1.449
C 2.031 3.944 -1.212
N 0.759 3.488 -1.807
O -0.412 4.236 -1.365
C 2.521 5.319 -1.723
C 1.984 3.910 0.351
C -0.653 2.355 -3.533
H 0.601 3.867 -5.229
H 1.785 4.708 -4.316
H 0.102 4.895 -3.928
H 1.952 1.805 -4.505
H 1.491 0.924 -3.077
H 3.642 3.158 -3.406
H 3.853 1.508 -2.924
H 4.069 3.275 -1.288
H 3.107 1.947 -0.808
H 2.904 5.366 -2.745
H 3.480 5.588 -1.265
H 1.770 6.095 -1.592
H 1.637 2.901 0.604
H 1.267 4.628 0.754
H 2.973 4.046 0.784
H -0.689 1.968 -4.554
H -1.488 3.056 -3.496
H -0.927 1.501 -2.905
C 6.140 -4.245 -4.283
Br 6.107 -3.750 -6.141
Br 6.135 -6.208 -4.176
Br 4.595 -3.531 -3.337
H 7.001 -3.885 -3.736
C 3.604 -7.491 -1.069
Br 2.277 -6.743 -2.256
Br 5.236 -6.443 -0.827
Br 4.094 -9.337 -1.581
H 3.088 -7.591 -0.122
C 4.176 0.490 -6.270
Br 3.873 -0.206 -4.493
Br 5.689 -0.378 -7.207
Br 4.611 2.430 -6.072
H 3.265 0.443 -6.853
C -2.634 -0.761 -5.830
Br -1.141 -2.041 -5.675
Br -2.217 0.646 -7.116
Br -3.317 -0.158 -4.078
H -3.458 -1.345 -6.220
C 2.798 -0.662 5.927
Br 3.207 -2.396 4.964
Br 1.159 0.156 5.235
Br 4.294 0.540 5.879
H 2.668 -1.001 6.946
C 6.507 1.734 1.005
Br 7.814 0.326 1.540
Br 4.901 1.737 2.179
Br 5.809 1.551 -0.856
H 7.048 2.667 1.095
*
```

Properties
* E_LUMO: -0.535 eV
* E_HOMO: -6.74 eV
* frontier orbital gap: 6.2035 eV

=====

Entry 2:
ORCA calculation (ωB97M-V with the def2-TZVPD basis set) on a 11-piece molecular cluster, C42H78Cl2O20S7 overall.

```
! RIJCOSX wB97M-V def2-TZVPD def2/J DEFGRID3
* xyz 0 1
O 5.044 -1.209 4.551
S 4.462 -1.874 3.404
O 5.188 -1.983 2.164
C 3.889 -3.511 3.946
C 2.459 -3.591 3.437
C 1.810 -2.227 3.655
C 2.802 -1.205 3.116
H 3.922 -3.498 5.040
H 4.588 -4.305 3.691
H 2.503 -3.797 2.363
H 1.890 -4.417 3.864
H 1.521 -1.989 4.680
H 0.889 -2.218 3.069
H 2.810 -0.186 3.493
H 2.698 -1.111 2.032
O -2.767 3.244 6.838
S -2.073 3.455 5.585
O -0.716 3.957 5.572
C -2.291 1.911 4.648
C -2.830 2.320 3.296
C -3.758 3.506 3.544
C -3.099 4.499 4.509
H -3.071 1.433 5.242
H -1.387 1.309 4.701
H -2.006 2.477 2.594
H -3.440 1.529 2.854
H -4.668 3.147 4.044
H -4.197 3.920 2.636
H -3.758 5.146 5.073
H -2.357 5.047 3.922
O 2.757 5.605 2.549
S 2.839 5.379 1.126
O 4.149 5.484 0.512
C 2.082 3.817 0.703
C 0.610 4.142 0.491
C 0.560 5.462 -0.292
C 1.639 6.409 0.246
H 2.321 3.058 1.439
H 2.553 3.505 -0.230
H 0.117 3.330 -0.043
H 0.121 4.226 1.466
H -0.418 5.944 -0.355
H 0.738 5.216 -1.346
H 1.257 7.094 1.001
H 2.111 6.937 -0.577
O 0.184 2.127 -2.316
S -0.330 1.692 -3.595
O -1.704 1.256 -3.735
C 0.006 2.942 -4.856
C 0.409 2.192 -6.131
C 0.514 0.682 -5.844
C 0.715 0.436 -4.353
H 0.816 3.568 -4.488
H -0.902 3.543 -4.896
H -0.231 2.387 -6.988
H 1.396 2.561 -6.417
H 1.337 0.203 -6.374
H -0.400 0.210 -6.206
H 1.738 0.568 -4.007
H 0.351 -0.537 -4.020
O -5.380 2.931 0.452
S -4.209 2.504 -0.275
O -3.607 1.222 0.010
C -4.429 2.641 -2.061
C -3.768 3.946 -2.464
C -2.523 4.111 -1.578
C -2.942 3.784 -0.153
H -5.482 2.510 -2.305
H -3.924 1.767 -2.479
H -3.560 4.015 -3.530
H -4.450 4.774 -2.237
H -2.093 5.105 -1.692
H -1.768 3.400 -1.911
H -3.501 4.632 0.252
H -2.168 3.519 0.561
O -0.356 -4.389 1.706
S 0.271 -5.153 0.649
O 1.523 -4.689 0.087
C 0.524 -6.841 1.264
C 0.040 -7.743 0.147
C -1.143 -7.045 -0.556
C -0.917 -5.537 -0.674
H -0.117 -6.883 2.145
H 1.570 -6.923 1.546
H 0.840 -7.854 -0.592
H -0.207 -8.746 0.488
H -2.055 -7.246 0.013
H -1.320 -7.513 -1.524
H -1.816 -4.975 -0.451
H -0.498 -5.237 -1.627
O -4.985 -2.176 -0.997
S -4.131 -2.812 -1.974
O -3.269 -3.914 -1.607
C -5.097 -3.170 -3.449
C -4.227 -2.682 -4.595
C -3.700 -1.310 -4.182
C -3.117 -1.531 -2.779
H -5.964 -2.520 -3.321
H -5.407 -4.210 -3.369
H -3.390 -3.369 -4.747
H -4.816 -2.737 -5.512
H -4.463 -0.529 -4.214
H -2.904 -0.956 -4.837
H -3.039 -0.652 -2.142
H -2.093 -1.887 -2.920
O 0.751 1.820 3.017
C 1.381 1.802 4.049
C 2.521 2.744 4.383
C 3.048 2.217 5.716
C 1.900 1.319 6.218
O 1.072 1.016 5.081
H 3.174 2.759 3.515
H 2.068 3.727 4.510
H 3.960 1.627 5.613
H 3.256 3.035 6.399
H 2.215 0.392 6.687
H 1.321 1.893 6.945
O 1.486 -0.866 -1.264
C 0.564 -0.944 -0.491
C 0.213 0.011 0.642
C -1.021 -0.607 1.280
C -1.408 -1.769 0.353
O -0.376 -1.885 -0.630
H 1.071 0.171 1.282
H 0.046 0.927 0.065
H -0.811 -0.809 2.331
H -1.843 0.110 1.321
H -1.552 -2.678 0.927
H -2.360 -1.537 -0.114
O 0.249 -3.368 -3.766
C 1.172 -3.976 -3.295
C 2.401 -3.459 -2.583
C 3.409 -4.553 -2.864
C 2.564 -5.799 -3.064
O 1.290 -5.317 -3.524
H 2.624 -2.471 -2.974
H 2.192 -3.349 -1.525
H 4.018 -4.325 -3.744
H 4.143 -4.684 -2.066
H 3.052 -6.505 -3.732
H 2.355 -6.288 -2.109
Cl 6.600 1.607 -1.552
C 5.008 1.843 -2.320
C 3.959 0.903 -1.758
Cl 3.848 0.965 0.025
H 5.074 1.744 -3.401
H 4.749 2.874 -2.075
H 4.339 -0.104 -1.945
H 2.950 0.939 -2.155
*
```

Properties
* E_LUMO: -0.125 eV
* E_HOMO: -9.87 eV
* frontier orbital gap: 9.7482 eV
* structure (SMILES): O=S1(=O)CCCC1.O=S1(=O)CCCC1.O=S1(=O)CCCC1.O=S1(=O)CCCC1.O=S1(=O)CCCC1.O=S1(=O)CCCC1.O=S1(=O)CCCC1.O=C1CCCO1.O=C1CCCO1.O=C1CCCO1.ClCCCl

=====

Entry 3:
ORCA calculation (ωB97M-V with the def2-TZVPD basis set) on a 10-piece molecular cluster, C42H79Cl18F9N2O5S overall.

```
! RIJCOSX wB97M-V def2-TZVPD def2/J DEFGRID3
* xyz 0 1
C -6.216 1.390 3.543
C -5.751 -0.083 3.686
C -4.246 -0.283 3.393
C -3.439 -0.456 4.685
C -1.932 -0.407 4.367
C -1.101 -1.242 5.363
C 0.407 -0.947 5.177
C 0.975 -1.739 3.982
C 2.346 -1.182 3.519
C 2.441 -1.087 1.958
C 3.304 -2.249 1.441
C 3.560 -2.373 -0.074
O 3.835 -3.706 -0.440
C 4.792 -4.376 0.353
O 4.164 -5.164 1.331
C 5.646 -5.253 -0.617
C 5.356 -6.749 -0.571
C 3.979 -7.126 -1.132
F 4.112 -8.103 -2.109
C 4.728 -1.433 -0.653
N 5.327 -2.035 -1.804
C 5.154 -1.418 -3.106
C 6.378 -1.718 -4.001
N 5.674 -1.091 0.398
O 5.159 -0.081 1.224
C 6.991 -0.644 -0.028
C 7.054 0.409 -1.139
F 7.788 -1.733 -0.333
S 1.972 -2.139 -0.985
O 2.112 -2.664 -2.322
O 0.916 -2.756 -0.224
C 1.490 -0.340 -1.139
F 0.273 -0.225 -0.579
F 2.304 0.517 -0.511
C 1.332 0.133 -2.633
F 2.345 -0.260 -3.396
F 1.368 1.487 -2.589
C -0.047 -0.239 -3.269
F 0.109 -0.180 -4.607
F -0.449 -1.452 -2.941
F -0.966 0.661 -2.933
H -6.697 1.738 4.457
H -5.394 2.069 3.310
H -6.953 1.505 2.747
H -6.027 -0.437 4.679
H -6.321 -0.669 2.962
H -3.872 0.560 2.813
H -4.118 -1.204 2.828
H -3.648 -1.443 5.103
H -3.683 0.316 5.417
H -1.753 -0.824 3.373
H -1.565 0.620 4.391
H -1.409 -1.033 6.389
H -1.246 -2.305 5.156
H 0.972 -1.153 6.089
H 0.506 0.124 4.982
H 0.250 -1.690 3.171
H 1.092 -2.770 4.320
H 3.143 -1.832 3.878
H 2.469 -0.180 3.926
H 1.424 -1.113 1.579
H 2.903 -0.130 1.732
H 2.795 -3.165 1.740
H 4.235 -2.227 2.001
H 5.487 -3.696 0.844
H 3.256 -5.316 1.053
H 6.709 -5.075 -0.467
H 5.418 -4.920 -1.634
H 6.073 -7.229 -1.246
H 5.533 -7.196 0.404
H 3.507 -6.249 -1.579
H 3.340 -7.540 -0.351
H 4.231 -0.510 -1.006
H 6.237 -2.438 -1.652
H 4.293 -1.841 -3.624
H 5.047 -0.331 -3.049
H 6.517 -0.939 -4.748
H 7.295 -1.741 -3.404
H 6.290 -2.694 -4.474
H 4.900 0.669 0.660
H 7.429 -0.197 0.862
H 6.071 0.860 -1.303
H 7.707 1.225 -0.836
H 7.387 0.005 -2.090
Cl -1.082 5.365 -5.944
C -1.439 3.764 -5.244
C -1.468 2.692 -6.301
Cl -2.852 2.903 -7.401
H -2.393 3.833 -4.727
H -0.662 3.548 -4.512
H -1.571 1.715 -5.833
H -0.560 2.695 -6.900
Cl -2.947 10.696 -6.972
C -3.231 9.082 -6.269
C -3.203 7.994 -7.310
Cl -4.598 8.088 -8.420
H -4.184 9.108 -5.748
H -2.440 8.908 -5.541
H -3.250 7.021 -6.824
H -2.297 8.038 -7.909
Cl -8.149 2.583 7.368
C -7.204 4.095 7.335
C -7.827 5.129 6.433
Cl -7.734 4.661 4.721
H -6.194 3.849 7.017
H -7.167 4.471 8.356
H -7.296 6.075 6.538
H -8.875 5.291 6.677
Cl -2.196 -3.380 1.299
C -2.492 -3.001 -0.418
C -2.904 -1.565 -0.609
Cl -4.516 -1.229 0.077
H -3.253 -3.685 -0.786
H -1.561 -3.190 -0.952
H -2.951 -1.327 -1.670
H -2.195 -0.891 -0.132
Cl 8.050 -4.781 1.722
C 9.770 -4.364 1.519
C 10.618 -5.580 1.250
Cl 10.728 -6.648 2.673
H 10.095 -3.842 2.416
H 9.831 -3.677 0.676
H 11.633 -5.271 1.004
H 10.224 -6.166 0.424
Cl -8.288 5.506 -9.982
C -6.559 5.174 -9.701
C -6.332 3.807 -9.109
Cl -6.938 3.692 -7.436
H -6.168 5.956 -9.054
H -6.061 5.240 -10.667
H -5.264 3.599 -9.075
H -6.819 3.031 -9.694
Cl -10.384 4.307 1.693
C -12.008 4.335 2.417
C -12.044 5.120 3.700
Cl -11.141 4.315 5.008
H -12.322 3.306 2.572
H -12.672 4.796 1.686
H -13.073 5.222 4.040
H -11.621 6.112 3.566
Cl 11.596 -8.428 6.119
C 12.909 -7.331 5.618
C 13.402 -6.477 6.757
Cl 12.189 -5.276 7.271
H 12.541 -6.723 4.796
H 13.722 -7.957 5.252
H 14.284 -5.922 6.441
H 13.662 -7.080 7.623
Cl -12.381 5.379 -1.371
C -11.277 6.407 -2.320
C -10.214 5.605 -3.025
Cl -9.043 4.888 -1.890
H -10.839 7.139 -1.646
H -11.886 6.931 -3.055
H -9.651 6.254 -3.693
H -10.649 4.799 -3.610
*
```

Properties
* E_LUMO: 0.060 eV
* E_HOMO: -9.50 eV
* ΔE to the lowest compared entry with this formula, charge and spin: 42.6 kJ/mol
* frontier orbital gap: 9.5606 eV
* structure (SMILES): CCCCCCCCCCC[C@](O[C@@H](O)CCCF)([C@H](NCC)N(O)[C@H](C)F)S(=O)(=O)C(F)(F)C(F)(F)C(F)(F)F.ClCCCl.ClCCCl.ClCCCl.ClCCCl.ClCCCl.ClCCCl.ClCCCl.ClCCCl.ClCCCl

=====

> Among the records above, which one has the highest E_LUMO?

C42H79Cl18F9N2O5S